ORCA calculation (ωB97M-V/def2-TZVPD) on C28H36P2ReSi as an isolated structure.

Cartesian coordinates (Å):
1 C 0.10083 1.87538 0.59970
2 C -1.00896 1.99300 -0.30072
3 C -2.20161 2.20184 0.45465
4 H -0.93507 1.94001 -1.37500
5 C -1.83286 2.25747 1.83585
6 C -0.40262 2.08439 1.92386
7 H 0.20217 2.15987 2.82064
8 H 1.13665 1.74183 0.32329
9 H -3.21386 2.30060 0.08104
10 H -2.50559 2.48093 2.63819
11 Re -1.34435 0.34544 1.01167
12 C -2.01288 -0.65380 -0.52710
13 H -3.06440 -0.93243 -0.53645
14 H -1.44015 -1.51947 -0.86353
15 H -1.85661 0.02158 -1.36332
16 Si 0.79905 0.90777 -3.48496
17 C 2.22438 -0.11653 -4.12571
18 C 3.41685 0.55226 -4.52911
19 H 3.41772 1.62915 -4.67747
20 C 4.62526 -0.13732 -4.68073
21 H 5.54183 0.40264 -4.93335
22 C 4.69198 -1.52669 -4.49909
23 H 5.63289 -2.06872 -4.65997
24 C 3.52742 -2.21718 -4.12957
25 H 3.56455 -3.29662 -3.97444
26 C 2.31292 -1.53102 -3.96439
27 H 1.41102 -2.07544 -3.66252
28 C -0.71027 1.54296 -4.38839
29 C -0.55396 2.27309 -5.59095
30 H 0.25723 2.02839 -6.27964
31 C -1.43502 3.32049 -5.88663
32 H -1.24148 3.96739 -6.74682
33 C -2.55804 3.54330 -5.06961
34 H -3.22466 4.39043 -5.27850
35 C -2.83855 2.67957 -3.99912
36 H -3.74976 2.82483 -3.39928
37 C -1.96659 1.62051 -3.71036
38 H -2.25658 0.85820 -2.98300
39 H 0.16884 -0.79788 0.65319
40 H 1.42002 2.08243 -3.10171
41 C -2.39863 -1.16954 5.00359
42 P -1.37072 -0.12991 3.91324
43 C -1.24532 1.36707 4.96098
44 C 0.29664 -0.90872 4.15190
45 C 1.03717 -0.81511 5.33331
46 C 2.36060 -1.28124 5.37061
47 C 2.97492 -1.70199 4.19555
48 C 2.24023 -1.81517 3.01444
49 C 0.85874 -1.57782 3.04327
50 P -0.17114 -1.97902 1.60288
51 C 0.65369 -3.23519 0.64229
52 C -1.85702 -2.55148 1.90468
53 H -3.44693 -0.88125 4.87292
54 H -2.11049 -0.99780 6.04733
55 H -2.28859 -2.23096 4.77146
56 H -1.22957 1.08454 6.02026
57 H -0.34335 1.93799 4.72346
58 H -2.12724 1.98693 4.76402
59 H 0.57713 -0.40227 6.22590
60 H 2.89572 -1.31671 6.32180
61 H 4.03054 -1.96421 4.19048
62 H 2.72399 -2.09143 2.07731
63 H 1.32646 -3.77306 1.31725
64 H -0.11193 -3.90185 0.23246
65 H 1.21803 -2.77049 -0.17344
66 H -1.87674 -3.10879 2.84415
67 H -2.58490 -1.72367 1.94170
68 H -2.12902 -3.20150 1.06559

Properties
**Multiplicity**: 4
**Net charge**: +2
**HOMO energy (alpha / beta)**: -11.7863 / -13.0587 eV
**Energy**: -2138.23300 Eh
**ΔE to the lowest compared entry with this formula, charge and spin**: 0.00 kJ/mol
**Kohn-Sham gap (alpha / beta)**: 5.218 / 5.222 eV
**⟨S²⟩**: 3.765

---

ORCA calculation (ωB97M-V/def2-TZVPD) on a 2-piece molecular cluster, C3H11N2O2 overall.

Cartesian coordinates (Å):
1 C 0.13112 -1.66141 -0.33258
2 O 0.32202 -3.09610 -0.11435
3 C -1.30715 -1.44572 -0.82375
4 N -1.62298 -0.01863 -1.18553
5 H 0.30301 -1.13407 0.56168
6 H 0.84814 -1.29374 -1.07121
7 H 1.14139 -3.24935 0.35806
8 H -1.50282 -2.14098 -1.68669
9 H -1.98658 -1.73719 0.00426
10 H -0.85870 0.53671 -0.72860
11 H -1.53019 0.09496 -2.15116
12 N 1.46900 3.07753 0.74160
13 C 0.56320 2.03181 1.31922
14 O 0.20791 1.04084 0.44208
15 H 2.32484 2.64355 0.42595
16 H 1.00428 3.51720 -0.08434
17 H 1.11099 1.64508 2.19458
18 H -0.33893 2.59958 1.68584

Properties
**Multiplicity**: 1
**Net charge**: -1
**HOMO energy**: -3.1708 eV
**Energy**: -380.87379 Eh
**ΔE to the lowest compared entry with this formula, charge and spin**: 68.39 kJ/mol
**Kohn-Sham gap**: 6.854 eV

---

ORCA calculation (ωB97M-V/def2-TZVPD) on one molecule with the formula C12H19NO4.

Cartesian coordinates (Å):
1 C -3.45452 -2.07578 0.55788
2 H -3.23824 -2.12583 1.62979
3 O -2.37541 -1.53759 -0.16569
4 C -1.96097 -0.26164 0.12177
5 C -2.58313 0.54572 1.06973
6 C -2.14165 1.83397 1.29227
7 C -1.07457 2.34940 0.58055
8 C -0.42741 1.55514 -0.35430
9 C -0.85684 0.23437 -0.58687
10 O -0.16291 -0.43687 -1.55911
11 C 0.11876 -1.81513 -1.39607
12 C 0.90601 -2.14706 -0.11456
13 N 2.33625 -1.90605 -0.16537
14 H 2.73485 -2.44884 -0.92469
15 C 2.74140 -0.50725 -0.30392
16 C 2.64289 0.18101 1.06033
17 O 3.34507 -0.53763 2.04279
18 H 3.18756 -1.47287 1.84885
19 H 1.58743 0.29180 1.35312
20 H 3.08788 1.17754 1.00949
21 H 2.14907 0.04787 -1.03950
22 H 3.78849 -0.50386 -0.61671
23 H 0.76860 -3.20963 0.10587
24 H 0.48631 -1.57228 0.71453
25 H 0.71648 -2.06646 -2.27836
26 H -0.80404 -2.40244 -1.41600
27 O 0.64129 1.95269 -1.10280
28 C 1.13898 3.25367 -0.91698
29 H 1.98309 3.34389 -1.59898
30 H 1.48610 3.40980 0.10980
31 H 0.39008 4.01190 -1.16793
32 H -0.74944 3.35906 0.76778
33 H -2.63937 2.44724 2.02740
34 H -3.42503 0.17578 1.63074
35 H -4.37392 -1.50462 0.39564
36 H -3.58782 -3.08535 0.17122

Properties
**SMILES string**: COc1cccc(OC)c1OCCNCCO
**Multiplicity**: 1
**HOMO energy**: -8.0698 eV
**Energy**: -824.31039 Eh
**ΔE to the lowest compared entry with this formula, charge and spin**: 126.70 kJ/mol
**Kohn-Sham gap**: 8.855 eV

---

ORCA calculation (ωB97M-V/def2-TZVPD) on C26H37N5O4PPdS3 as an isolated structure.

Cartesian coordinates (Å):
1 Pd 0.61321 0.31212 -0.31134
2 O -2.33232 0.87719 0.29476
3 S -0.63341 -2.35662 0.54383
4 O -1.86811 -3.13952 0.36844
5 N -0.33873 -1.39152 -0.79129
6 C -0.69800 -1.68664 -2.11216
7 C -1.30309 -2.87427 -2.47206
8 C -1.64114 -3.16483 -3.80667
9 C -1.40016 -2.27292 -4.80804
10 C -0.81900 -1.02703 -4.48707
11 C -0.58448 -0.04429 -5.47680
12 C -0.04894 1.16098 -5.13309
13 C 0.26163 1.38102 -3.77844
14 N 0.07021 0.49566 -2.83536
15 C -0.46686 -0.71576 -3.15134
16 C 0.74621 -3.51770 0.44339
17 C 1.83964 -3.18108 1.23381
18 C 2.96687 -3.99170 1.24181
19 C 2.98606 -5.14598 0.47031
20 C 1.87256 -5.50154 -0.28098
21 C 0.74285 -4.69614 -0.28885
22 H -1.57564 -3.57676 -1.70207
23 H -2.11004 -4.11532 -4.02461
24 H -1.65917 -2.48861 -5.83628
25 H -0.84531 -0.26746 -6.50410
26 H 0.13449 1.93506 -5.86474
27 H 0.68527 2.33483 -3.47229
28 H 1.78202 -2.30265 1.87078
29 H 3.81436 -3.74053 1.86694
30 H 3.85846 -5.78594 0.47703
31 H 1.87907 -6.41955 -0.85367
32 H -0.14031 -4.99799 -0.83451
33 N 2.36624 -0.77467 -0.82012
34 C 3.39552 -0.31453 -1.78289
35 C 4.28026 0.76616 -1.19807
36 C 3.60871 2.12702 -0.98541
37 C 2.94586 2.32742 0.37862
38 N 1.47923 2.12185 0.31873
39 H 2.81769 -1.12093 0.02395
40 H 1.90905 -1.59744 -1.21357
41 H 2.87048 0.03684 -2.67263
42 H 4.01125 -1.16892 -2.07333
43 H 5.13672 0.88261 -1.86355
44 H 4.69262 0.40866 -0.24765
45 H 2.85196 2.28268 -1.76370
46 H 4.35050 2.91166 -1.13078
47 H 3.14022 3.33704 0.74672
48 H 3.33739 1.63045 1.12112
49 H 1.07146 2.84690 -0.26655
50 H 1.09116 2.24563 1.25222
51 C 0.04465 -1.07831 6.37927
52 C -1.36825 -0.64300 6.06603
53 C -1.98292 0.24672 7.12250
54 O -1.45130 0.04210 4.75795
55 P -0.46272 1.05287 4.10921
56 S -1.75077 1.98811 2.68636
57 S 1.12020 0.34651 3.28690
58 O -0.35376 2.23167 5.14759
59 C 0.67237 3.27622 5.33631
60 C 1.10144 3.92296 4.03573
61 C 1.81934 2.69358 6.13105
62 H 0.03386 -1.65194 7.30646
63 H 0.70226 -0.21864 6.52585
64 H 0.45444 -1.70359 5.58796
65 H -1.99704 -1.51536 5.89779
66 H -1.33342 1.09014 7.35542
67 H -2.13420 -0.33469 8.03257
68 H -2.94976 0.62378 6.79276
69 H 0.12798 4.00191 5.93861
70 H 1.62941 3.20403 3.40964
71 H 1.78723 4.73822 4.26814
72 H 0.25192 4.33817 3.49433
73 H 2.34812 1.93807 5.54916
74 H 1.45739 2.24495 7.05547
75 H 2.51991 3.48775 6.39132
76 N -1.75531 0.50160 1.68359
77 C -1.07916 0.77513 0.50537

Properties
**Multiplicity**: 1
**Net charge**: +1
**HOMO energy**: -9.8159 eV
**Energy**: -3251.22930 Eh
**ΔE to the lowest compared entry with this formula, charge and spin**: 402.60 kJ/mol
**Kohn-Sham gap**: 6.491 eV

---

ORCA calculation (ωB97M-V/def2-TZVPD) on one molecule with the formula C7H8O.

Cartesian coordinates (Å):
1 C 1.74663 1.01870 -0.40351
2 C 0.54886 0.46037 -1.11680
3 C 0.48903 0.27649 -2.45178
4 C -0.90186 -0.06337 0.91845
5 C -1.55501 0.77692 1.78921
6 C -0.36398 -1.32112 0.99853
7 C 0.19596 -2.34931 1.05541
8 H 1.77998 0.75122 0.65915
9 H 2.56469 0.45883 -0.88373
10 H 1.96267 2.13493 -0.65701
11 H 1.41964 0.12347 -3.01371
12 H -0.42429 0.05657 -3.00056
13 H -1.78958 1.83179 1.59188
14 H -1.85047 0.32106 2.70147
15 H 0.71231 -3.19422 0.77141
16 O -0.66659 0.59053 -0.36324

Properties
**SMILES string**: C#CC(=C)OC(=C)C
**Multiplicity**: 1
**HOMO energy**: -8.9065 eV
**Energy**: -346.60734 Eh
**ΔE to the lowest compared entry with this formula, charge and spin**: 441.54 kJ/mol
**Kohn-Sham gap**: 9.585 eV